Entry 1:
C17H28ClHfN6O6 | ωB97M-V/def2-TZVPD

XYZ file:
```
59
Properties=species:S:1:pos:R:3:forces:R:3:lowdin_charge:R:1
Hf 0.106798 0.896396 -0.736090 -0.22 -0.31 -0.62 1.771
O 0.546065 3.530388 -0.754945 0.05 0.08 0.06 0.096
C -0.065437 3.173700 0.241301 0.17 0.01 0.05 -0.568
O -1.101008 2.359588 0.095860 0.10 -0.28 -0.02 -0.147
C 0.505240 3.287344 1.641630 -0.07 0.05 -0.01 -0.072
C -0.256218 2.331770 2.571616 0.00 0.07 0.04 -0.244
C 0.190586 2.478974 4.024224 -0.02 -0.03 -0.02 -0.078
C 1.556674 1.757469 4.012218 -0.02 -0.02 -0.03 -0.080
C 1.687187 1.401650 2.536783 0.05 0.05 0.09 -0.248
O 0.326676 1.064997 2.150575 0.00 -0.01 0.04 -0.111
C 1.955110 2.668110 1.695709 0.09 -0.01 0.01 -0.070
C 2.607211 2.243961 0.378862 0.17 0.16 0.09 -0.527
O 3.599636 2.733662 -0.064487 -0.03 0.02 0.06 0.164
O 2.006469 1.169920 -0.175017 -0.50 0.00 -0.07 -0.207
H 0.521137 4.328236 1.961338 -0.03 0.00 0.00 0.172
H -1.326840 2.309264 2.410014 0.00 0.01 0.01 0.155
H -0.516033 1.989637 4.690936 0.01 0.00 0.01 0.121
H 0.258958 3.525358 4.317791 0.00 0.01 -0.01 0.126
H 1.538965 0.856908 4.623246 -0.01 0.00 0.00 0.122
H 2.381564 2.381212 4.350570 0.01 0.00 0.00 0.126
H 2.351903 0.574461 2.311929 0.01 0.00 0.01 0.149
H 2.637518 3.357295 2.186877 0.04 -0.04 -0.02 0.164
Cl 0.228941 0.190097 -4.146734 0.02 -0.12 0.05 0.515
C 0.487299 1.476522 -2.894767 -0.03 -0.02 0.13 -0.658
H -0.159388 2.305537 -3.186741 0.00 0.01 0.05 0.009
H 1.514755 1.811844 -3.034030 -0.02 0.03 0.05 0.012
C -4.058412 0.821353 -4.032028 -0.02 0.00 0.00 -0.038
N -2.890887 0.437401 -3.256446 0.03 -0.03 0.03 0.050
C -2.847849 0.398263 -1.935025 -0.02 0.10 -0.07 -0.538
N -3.931573 0.697728 -1.211992 0.04 -0.02 0.02 0.237
O -1.774477 0.050035 -1.334173 0.24 0.08 0.10 -0.166
H -3.809826 0.740118 -5.085420 0.01 0.00 0.00 0.099
H -4.347111 1.854395 -3.830209 0.00 0.00 0.01 0.098
H -4.898282 0.154813 -3.830768 0.00 0.00 0.00 0.097
H -2.015086 0.226986 -3.727633 -0.03 0.00 0.02 0.048
H -4.777370 1.039065 -1.632951 0.00 0.00 -0.01 0.114
H -3.830395 0.753725 -0.213383 -0.01 0.00 -0.01 0.131
C -0.699018 -2.073179 0.440283 -0.04 -0.04 0.01 -0.164
N -0.454379 -3.480635 0.635109 -0.03 -0.02 0.01 -0.079
C -0.243253 -4.111253 -0.671654 -0.01 0.02 0.01 -0.144
N 0.906695 -3.527645 -1.365637 0.02 -0.04 -0.04 -0.077
C 0.670618 -2.122382 -1.570947 -0.04 0.04 -0.03 -0.185
N 0.452281 -1.394063 -0.262369 0.00 0.31 -0.02 -0.170
C 1.679623 -1.651721 0.587609 0.05 -0.01 0.01 -0.164
N 1.916297 -3.059656 0.776711 0.03 -0.01 0.03 -0.077
C 0.756959 -3.656932 1.438845 0.00 0.00 -0.01 -0.147
C 2.097531 -3.697930 -0.528374 -0.01 0.01 0.00 -0.142
H -0.834508 -1.579151 1.405604 0.01 0.01 -0.01 0.134
H -1.590534 -1.938193 -0.168207 0.01 0.00 0.00 0.114
H -1.137389 -3.979925 -1.283549 0.00 0.00 0.00 0.134
H -0.069297 -5.177236 -0.529227 0.00 0.00 0.00 0.135
H -0.215803 -1.972436 -2.188921 0.01 -0.03 0.01 0.104
H 1.529377 -1.666908 -2.070770 0.00 -0.02 0.00 0.126
H 1.506724 -1.178634 1.553184 -0.01 0.01 -0.01 0.112
H 2.533990 -1.185409 0.099530 -0.01 0.00 0.00 0.129
H 0.614480 -3.186213 2.413090 0.00 0.00 0.00 0.134
H 0.935613 -4.721517 1.586847 0.00 0.00 0.00 0.135
H 2.282987 -4.761816 -0.384640 0.00 0.00 0.00 0.135
H 2.958510 -3.255354 -1.031147 0.00 0.00 0.00 0.137
```
Forces are in eV/Å.

ΔE to the lowest compared entry with this formula, charge and spin = 14.1 kcal per mole
Kohn-Sham gap = 0.3427 Ha
Energy = -53137.47112 eV
Total charge = +1
LUMO = -2.58 eV


Entry 2:
C3H9NO | ωB97M-V/def2-TZVPD

XYZ file:
```
14
Properties=species:S:1:pos:R:3:forces:R:3:lowdin_charge:R:1
C -2.228282 3.853692 -1.414943 -0.80 1.49 0.32 -0.142
O -3.097109 4.308168 -2.113354 0.20 -0.64 -0.37 -0.012
H -1.643635 2.964912 -1.652782 0.11 -0.32 -0.12 0.074
H -2.029813 4.428296 -0.490176 0.49 -0.53 0.17 0.080
C 0.521199 -2.042028 1.424563 0.06 0.32 -0.39 -0.160
N 1.498079 -2.562197 0.491754 -0.29 -0.43 -0.11 -0.204
C 2.714383 -3.050193 1.110088 -0.15 0.41 -0.46 -0.156
H -0.122690 -2.812851 1.851686 0.19 -0.16 0.07 0.071
H 1.016774 -1.489001 2.233176 -0.25 0.11 0.12 0.070
H -0.131222 -1.372831 0.859151 -0.05 0.09 0.28 0.074
H 1.636535 -1.922413 -0.274777 0.33 -0.01 0.16 0.089
H 3.426957 -3.319120 0.333084 0.07 -0.09 0.02 0.073
H 2.477393 -3.938261 1.684655 0.08 -0.18 0.21 0.073
H 3.185821 -2.304487 1.766573 0.03 -0.07 0.10 0.071
```
Forces are in eV/Å.

ΔE to the lowest compared entry with this formula, charge and spin = 47.9 kcal per mole
Kohn-Sham gap = 0.3456 Ha
Energy = -6792.97700 eV
SMILES = C=O.CNC
LUMO = 0.73 eV


Entry 3:
H8O3S2 | ωB97M-V/def2-TZVPD

XYZ file:
```
13
Properties=species:S:1:pos:R:3:forces:R:3:lowdin_charge:R:1
S 0.117475 -1.791334 -1.420559 0.20 0.23 0.04 0.540
S -0.281220 0.843065 1.062368 -0.35 -0.40 -0.42 0.641
H 0.418345 -2.389249 -2.590396 -0.20 0.06 0.02 -0.238
H -1.028588 1.456405 2.000406 -0.01 -0.02 -0.06 -0.195
H -1.691445 -0.409393 -1.564010 0.02 0.32 0.10 -0.085
H -2.182511 -0.185086 -0.148985 0.07 -0.40 0.59 -0.059
O -2.397708 0.023371 -1.053705 -0.07 0.22 -0.53 -0.063
H 0.720012 -2.514080 0.618015 0.04 -0.95 -0.68 -0.117
H 0.409896 -1.411786 1.480601 -0.23 0.67 0.57 -0.112
O 0.977016 -2.178198 1.469242 0.32 -0.01 0.47 -0.110
H 1.011000 2.513844 0.338825 -0.30 -0.12 0.04 -0.133
H 2.214750 2.882099 -0.463769 0.99 -0.39 -1.30 0.006
O 1.712977 3.160344 0.271967 -0.48 0.79 1.15 -0.075
```
Forces are in eV/Å.

ΔE to the lowest compared entry with this formula, charge and spin = 132.9 kcal per mole
Kohn-Sham gap = 0.1463 Ha
Energy = -27937.22896 eV
LUMO = -5.82 eV